33
Properties=species:S:1:pos:R:3:forces:R:3:mulliken_charge:R:1 method="wB97M-V/def2-TZVPD" homo_energy_ev=-16.13 e_lumo_ev=-7.102 spin_multiplicity=1 total_charge=+2 homo_lumo_gap_ev=9.032
Cd 0.1158 0.1712 0.3396 -0.62 -0.51 -0.78 1.48
O 2.1085 -0.7016 0.3189 0.69 0.85 -0.04 -0.90
C 3.2271 -0.1497 0.1406 -1.53 0.23 -0.34 1.00
O 1.1134 1.4913 -1.1266 1.53 0.28 0.41 -0.85
C 2.3257 1.7870 -1.0954 -1.29 0.43 -0.25 0.61
O 2.7758 2.8522 -1.7225 0.44 -1.01 0.67 -0.29
N 3.3497 1.1154 -0.4355 -0.28 -0.83 0.08 0.25
C 4.2197 2.9706 -1.4678 0.07 1.36 -0.45 -0.42
C 4.6523 1.7030 -0.7930 0.34 -0.71 -0.09 -0.65
H 4.3758 3.8364 -0.8145 -0.21 -0.07 -0.36 0.29
H 4.7001 3.1235 -2.4384 -0.15 0.08 0.30 0.32
H 5.2749 1.8686 0.0891 -0.21 0.13 -0.11 0.42
H 5.2063 1.0607 -1.4905 -0.27 -0.06 0.25 0.40
C 4.4338 -0.8212 0.5077 0.93 -1.02 0.34 -0.36
C 4.3984 -2.1670 0.6543 0.28 0.84 -0.11 -0.72
H 5.3455 -0.2208 0.6249 -0.40 -0.57 0.02 0.32
H 3.4807 -2.7258 0.4431 0.43 0.19 0.24 0.22
H 5.3052 -2.7015 0.9414 -0.34 0.04 -0.14 0.32
O -1.1982 -1.0045 -1.2166 0.04 -0.21 -0.31 -0.49
C -2.5112 -1.4621 -0.8242 0.22 -0.38 -0.63 -0.34
C -2.9095 -0.7863 0.4499 0.35 0.50 0.42 0.43
C -4.1955 -0.8750 0.9859 0.40 -0.05 -0.22 -0.71
C -4.5078 -0.1554 2.1361 0.20 -0.15 -0.22 -0.18
C -3.5217 0.6452 2.7122 0.37 0.17 0.03 -0.72
C -2.2573 0.6795 2.1405 -0.54 -0.26 0.12 0.21
N -1.9509 -0.0506 1.0426 -0.04 0.66 0.59 -0.28
H -0.9967 -1.2379 -2.1410 -0.28 0.02 0.50 0.31
H -3.2213 -1.2144 -1.6205 0.02 -0.06 0.19 0.39
H -2.4939 -2.5513 -0.6852 -0.02 0.18 -0.06 0.35
H -4.9097 -1.5152 0.4705 -0.01 0.23 0.22 0.40
H -5.5040 -0.2082 2.5726 0.24 0.01 -0.12 0.44
H -3.7201 1.2410 3.6002 0.01 -0.13 -0.21 0.40
H -1.4560 1.2999 2.5431 -0.32 -0.17 0.07 0.35

29
Properties=species:S:1:pos:R:3:forces:R:3:mulliken_charge:R:1 method="wB97M-V/def2-TZVPD" homo_energy_ev=-9.24 e_lumo_ev=-6.283 spin_multiplicity=1 total_charge=+1 homo_lumo_gap_ev=2.955 e_above_lowest_kcal_mol=147.40
C 36.4222 -10.9937 28.8215 -1.46 1.59 -0.33 -0.92
N 36.2264 -11.9331 27.6472 2.51 -1.54 1.89 0.00
C 37.0700 -13.0322 27.8271 -3.37 -0.05 -3.12 -0.33
C 36.7590 -14.2587 27.3278 -0.45 -2.25 -0.79 -0.44
C 35.3960 -14.4902 26.7473 -0.33 3.41 0.36 0.59
C 34.5039 -13.2726 26.6513 5.92 -1.43 2.09 -0.65
C 34.9791 -12.0445 27.1483 0.69 -1.83 -0.55 -0.16
C 34.9240 -15.8064 26.2847 0.54 -2.20 -1.18 0.85
C 35.9226 -16.6839 25.7126 0.09 1.98 1.80 -0.61
C 35.5917 -18.0034 25.7061 3.38 -1.20 -2.35 0.08
N 34.3410 -18.4162 25.8658 -2.95 -0.91 -2.19 0.07
C 33.2790 -17.5839 26.2457 12.74 0.94 -2.93 -0.68
C 33.5408 -16.3410 26.4387 3.21 9.14 3.28 -0.20
C 33.8221 -19.5698 24.9507 0.33 0.08 0.43 -1.03
H 35.7966 -10.1357 28.5075 0.62 -0.06 0.76 0.27
H 37.3861 -10.6513 29.3574 -1.06 -1.15 -1.89 0.32
H 35.8280 -11.6324 29.4343 -0.20 0.62 1.87 0.47
H 37.9986 -13.0153 28.2516 2.10 1.40 1.37 0.43
H 37.7085 -15.0268 27.4768 -3.28 1.48 -0.61 0.19
H 33.5872 -13.1836 26.2452 -3.21 -0.75 -1.37 0.56
H 34.3051 -11.2049 27.1704 0.21 0.39 0.09 0.38
H 37.0035 -16.4331 25.4367 -1.87 0.07 0.65 0.35
H 36.6231 -18.6388 25.3549 -3.91 0.65 0.96 0.27
H 32.4518 -17.8369 26.4198 -12.00 -5.07 1.96 0.80
H 32.9152 -15.4923 27.0252 -0.05 -2.52 -1.65 0.01
H 33.6730 -19.3712 23.7812 0.42 0.18 2.98 0.28
H 32.9391 -19.9328 25.4867 -0.11 0.18 -0.69 0.39
H 34.5743 -20.2927 25.1589 0.52 -1.02 -0.65 0.45
Cl 30.3772 -14.8709 27.5218 0.94 -0.11 -0.22 -0.75

47
Properties=species:S:1:pos:R:3:forces:R:3:lowdin_spin:R:1 method="wB97M-V/def2-TZVPD" homo_energy_ev="-0.55 / -4.13" e_lumo_ev="4.635 / 4.634" spin_multiplicity=4 total_charge=-2 homo_lumo_gap_ev="5.187 / 8.762" e_above_lowest_kcal_mol=16.34
V -0.4055 0.0895 -0.1514 1.10 0.43 -0.42 2.16
C -3.8810 1.3190 -1.6360 0.21 -0.08 0.16 0.00
C -2.9493 2.1074 -0.7871 -0.02 -0.09 -0.09 0.00
N -1.7373 1.7616 -0.4036 0.08 0.55 0.25 0.00
C -1.2268 2.8100 0.3323 0.22 -0.26 -0.17 0.00
C -2.1538 3.8118 0.3994 0.26 0.31 0.22 0.00
N -3.2242 3.3358 -0.3121 -0.35 0.19 -0.05 0.00
C -2.2242 5.1801 0.9837 -0.50 -0.67 -0.50 0.00
O -1.1653 5.6529 1.5790 1.56 -0.57 0.35 0.00
O -3.2543 5.8181 0.8750 -0.02 0.07 0.02 0.00
C 0.1771 2.6869 0.8593 -0.04 0.20 0.04 0.01
O 0.7053 3.6672 1.4080 -0.37 0.76 0.21 0.01
O 0.7308 1.5686 0.6813 -0.09 0.16 0.07 0.02
H -4.1064 0.3903 -1.1117 -0.05 0.00 0.02 0.00
H -3.3827 1.0575 -2.5682 -0.01 0.05 -0.04 0.00
H -4.7980 1.8781 -1.8222 0.02 0.02 -0.04 0.00
H -4.0835 3.8478 -0.4087 -0.05 0.04 -0.05 0.00
H -0.3723 4.9770 1.5724 -0.81 0.29 -0.16 0.00
O -2.4191 -2.5876 1.2429 0.10 0.06 -0.08 0.00
S -2.4197 -1.2388 0.7135 -0.80 -0.50 0.48 0.01
O -3.7379 -0.6220 0.7330 0.14 0.05 -0.09 0.00
O -1.4158 -0.3599 1.4792 -0.49 -0.29 -0.04 0.02
O -1.8092 -1.1944 -0.6897 -0.62 -0.18 0.41 0.03
O 0.9058 0.2214 -4.2850 -0.26 0.22 0.41 0.00
Cl 0.1224 -0.1036 -3.1163 0.46 -0.02 -0.43 0.00
O -1.2758 0.1703 -3.3482 0.50 -0.09 0.04 0.00
O 0.5873 0.7745 -1.9822 -0.58 -0.70 -0.46 0.02
O 0.3528 -1.4719 -2.7469 -0.28 0.39 -0.14 0.01
N 5.2125 -3.9420 -0.5849 0.01 0.17 0.11 0.02
C 4.0707 -4.2446 0.1492 -0.07 0.09 0.04 0.06
O 3.9749 -5.3396 0.6976 -0.01 -0.05 -0.07 0.07
C 3.0547 -3.1950 0.2139 0.21 -0.08 -0.05 0.17
C 3.3008 -1.8448 -0.1224 0.11 -0.09 -0.03 0.03
C 2.2828 -0.9414 -0.1348 -0.33 0.03 0.11 0.09
N 0.9754 -1.2584 0.1476 0.81 -0.95 0.09 0.11
C 0.7504 -2.5706 0.5446 0.11 0.61 -0.16 0.11
C 1.7355 -3.5090 0.5915 0.11 -0.15 0.08 0.02
H 5.7875 -4.7346 -0.8073 0.00 -0.08 0.00 0.00
H 5.1427 -3.2269 -1.2884 -0.03 -0.05 -0.04 0.00
H 4.3021 -1.4886 -0.3382 -0.04 -0.01 -0.01 0.00
H 2.4712 0.0964 -0.3658 -0.05 0.05 -0.05 0.01
H -0.2590 -2.8271 0.8190 -0.17 0.08 -0.02 0.01
H 1.5052 -4.5192 0.9080 -0.02 0.06 -0.05 0.00
N 1.1131 -0.4619 3.3155 0.01 0.11 0.27 0.00
H 1.4450 -1.3412 2.9377 0.04 -0.05 -0.06 0.00
H 0.1155 -0.4570 3.1257 -0.06 -0.07 -0.04 0.00
H 1.4797 0.2578 2.7016 0.06 0.02 -0.06 0.00

33
Properties=species:S:1:pos:R:3:forces:R:3:lowdin_spin:R:1 method="wB97M-V/def2-TZVPD" homo_energy_ev="-11.87 / -11.87" e_lumo_ev="-8.070 / -7.047" spin_multiplicity=3 total_charge=+1 homo_lumo_gap_ev="3.804 / 4.825"
V -1.6613 1.8627 0.1066 -2.88 -6.87 2.63 2.05
F -3.1008 1.4331 1.3757 3.16 1.72 -2.91 -0.04
F -0.9652 0.0947 0.3237 -0.73 3.96 -0.58 -0.03
F 5.5268 0.3863 -0.2183 0.07 0.30 -0.25 0.00
C 4.4726 0.9163 0.4098 -0.28 -0.58 1.07 0.00
C 3.4623 0.0545 0.8030 0.12 0.15 -0.21 0.00
C 2.3581 0.5731 1.4641 -0.03 -0.07 -0.35 0.00
C 2.2875 1.9360 1.7669 -0.25 -0.09 -0.74 0.00
C 3.3281 2.7855 1.3927 -0.35 -0.70 0.13 0.00
C 4.4384 2.2469 0.7563 0.06 1.04 -1.09 0.00
H 3.5576 -0.9891 0.5362 -0.13 -0.06 0.17 0.00
H 1.5420 -0.1138 1.6492 -0.06 0.13 0.35 0.00
H 1.3564 2.3637 2.1241 0.12 -0.07 0.53 0.00
H 3.2341 3.8473 1.5709 0.21 0.04 -0.01 0.00
H 5.1500 2.9180 0.2906 0.37 -0.07 0.42 0.00
C 1.1173 -2.5540 -0.8689 1.04 0.16 -0.14 0.00
C 1.4975 -2.8471 0.5145 -0.65 -0.01 -0.14 0.00
N 1.7387 -3.0876 1.6098 0.14 0.09 0.01 0.00
H 1.2083 -1.4843 -1.0600 -0.32 0.07 0.19 0.00
H 0.1372 -2.9305 -1.1445 0.00 -0.03 0.16 0.00
H 1.8898 -2.9884 -1.5062 -0.23 -0.26 -0.12 0.00
C -3.6018 1.1772 -4.1166 0.37 -0.57 -0.30 0.00
C -3.1071 1.0583 -2.7631 -0.43 0.37 0.25 0.01
N -2.6981 0.9888 -1.6934 0.80 1.35 0.87 -0.01
H -4.4775 0.5493 -4.2767 0.05 -0.08 0.11 0.00
H -2.7687 0.8088 -4.7205 -0.23 0.04 -0.35 0.00
H -3.8436 2.1973 -4.4079 0.11 0.10 0.30 0.00
C -3.5784 -1.7828 1.1587 -0.21 -0.28 1.32 0.00
C -3.8368 -2.0068 2.5888 -0.25 -0.05 -0.01 0.00
N -4.0753 -2.1932 3.6950 0.08 0.05 0.03 0.00
H -4.0475 -0.8311 0.9214 0.22 -0.01 -0.38 0.00
H -4.0472 -2.6148 0.6371 0.20 0.12 -0.34 0.00
H -2.4933 -1.7742 1.0812 -0.06 0.11 -0.60 0.00

31
Properties=species:S:1:pos:R:3:forces:R:3:lowdin_spin:R:1 method="wB97M-V/def2-TZVPD" homo_energy_ev="-5.23 / -5.62" e_lumo_ev="-0.304 / -0.214" spin_multiplicity=8 homo_lumo_gap_ev="4.923 / 5.411" e_above_lowest_kcal_mol=0.00
C -0.7803 0.2393 -3.4247 0.58 0.78 0.12 -0.04
C -1.4246 1.5045 -3.6514 0.40 -0.58 0.53 0.00
C -0.5137 2.5605 -3.3185 0.20 -1.34 0.40 0.00
C 0.7152 1.9612 -2.9182 -0.39 -1.11 0.27 -0.01
C 0.5684 0.5155 -2.9391 -0.74 0.91 -0.85 -0.03
Gd -0.3097 -0.8103 -0.7885 -2.36 2.82 -0.91 6.52
P -0.7484 -3.4220 -1.5871 -0.48 -2.00 -0.31 -0.08
H -1.1467 -0.7674 -3.6940 0.05 0.63 -0.01 0.00
H -2.4626 1.6186 -4.0063 0.72 -0.01 0.28 0.00
H -0.7658 3.6215 -3.2297 0.20 -0.47 -0.32 0.00
H 1.3671 -0.2508 -2.8614 -0.29 0.63 -0.22 0.00
H 1.6431 2.4553 -2.6100 -0.54 -0.04 -0.12 0.00
H 0.0810 -4.2352 -2.4013 -0.08 -0.09 0.00 -0.02
H -1.9568 -3.6547 -2.3053 0.31 0.08 0.20 0.00
H -0.9785 -4.3974 -0.5608 0.08 0.33 -0.39 0.01
N 1.7496 -1.7167 -0.2246 1.58 -0.30 0.78 0.05
C 1.3566 -1.1738 1.0808 0.37 -1.09 -1.45 0.26
N 0.8009 0.0295 0.9727 -0.20 2.30 0.61 0.12
C 0.3948 0.5496 2.2122 0.04 -0.78 -1.65 -0.01
C -0.2925 1.7528 2.3249 -0.09 0.15 0.90 0.03
C -0.7859 2.0933 3.5949 0.26 -0.08 -0.53 0.00
C -0.5734 1.2346 4.6854 0.33 -0.19 -0.28 0.04
C 0.1312 0.0180 4.5414 -0.11 0.30 -0.09 0.00
C 0.5851 -0.3356 3.2733 -0.02 -0.20 0.08 0.02
S 1.2819 -1.8849 2.6282 0.05 -0.09 1.75 0.15
H 2.0051 -2.7081 -0.2778 0.08 0.70 0.32 0.00
H 2.4359 -1.1081 -0.7157 -0.06 -0.61 0.62 0.02
H -0.4283 2.3572 1.4258 -0.01 -0.05 0.41 0.00
H -1.3204 3.0452 3.7178 0.21 -0.56 0.06 0.00
H -0.9579 1.5275 5.6575 0.13 -0.14 -0.07 0.00
H 0.3295 -0.6191 5.3996 -0.22 0.10 -0.12 0.00

28
Properties=species:S:1:pos:R:3:forces:R:3:mulliken_charge:R:1 method="wB97M-V/def2-TZVPD" homo_energy_ev=-7.95 e_lumo_ev=0.718 spin_multiplicity=1 homo_lumo_gap_ev=8.668 e_above_lowest_kcal_mol=178.80 smiles=c1ccc2c(c1)cc1n2CCCNC1
C -4.0710 0.0330 -0.1687 -1.11 0.75 0.41 -0.31
C -3.4138 -1.3031 -0.1956 0.63 1.99 0.82 -0.60
C -2.0025 -1.3324 -0.0749 -0.36 -2.70 -0.15 -0.34
C -1.1998 -0.2098 -0.0337 -3.89 2.98 -0.55 0.75
C -1.8123 1.1531 -0.0023 -2.43 -2.09 -1.31 0.29
C -3.3040 1.3004 -0.1737 0.57 -1.69 0.32 -0.59
C -0.6519 1.9642 0.0221 -0.96 6.40 1.88 -0.90
C 0.4529 1.3070 0.1438 4.27 -5.19 0.20 0.67
N 0.1191 -0.0925 -0.0869 1.20 0.56 2.08 0.27
C 0.8651 -1.3452 0.2007 -1.08 0.26 -1.17 -0.84
C 2.2470 -1.0287 0.6027 4.03 -2.55 4.46 -0.46
C 3.1205 -0.6041 -0.5899 3.28 -0.81 -1.46 -0.63
N 2.6122 0.6913 -0.9131 -1.09 2.42 0.72 -0.45
C 1.9817 1.5206 0.3313 0.04 3.58 -2.04 -0.79
H -5.3279 0.1463 0.0034 3.91 -0.53 -0.96 0.18
H -3.8863 -2.3267 -0.2206 -0.04 1.70 0.09 0.31
H -1.4697 -2.3531 0.0269 -1.16 1.63 -0.46 0.19
H -3.8905 2.3343 -0.3193 1.69 -2.55 0.67 0.25
H -0.4071 3.0658 0.3315 -1.63 -1.61 -1.10 0.19
H 0.4180 -1.8617 1.0854 -0.18 0.10 -1.16 0.39
H 0.6859 -1.7875 -0.8516 0.92 -0.77 2.06 0.47
H 2.8366 -1.8215 1.4430 -1.82 0.95 -3.12 0.32
H 2.1732 -0.3146 1.5365 0.20 -0.76 -2.57 0.24
H 4.4284 -0.4836 -0.5524 -3.88 -0.88 0.69 0.21
H 2.9649 -1.2918 -1.6793 0.36 1.60 3.57 0.29
H 1.8491 0.4251 -1.5508 0.06 1.41 0.61 0.38
H 2.4259 1.4698 1.3690 -0.62 -1.21 -1.35 0.24
H 2.2560 2.7453 0.3164 -0.91 -3.00 -1.19 0.28

32
Properties=species:S:1:pos:R:3:forces:R:3:mulliken_charge:R:1 method="wB97M-V/def2-TZVPD" homo_energy_ev=-8.54 e_lumo_ev=-0.225 spin_multiplicity=1 homo_lumo_gap_ev=8.313 e_above_lowest_kcal_mol=0.00 smiles="CCC(=O)NC(=S)Nc1ccccc1C(=O)OC"
C -2.3233 -0.5914 -1.9993 -0.01 -0.05 0.07 -0.99
C -2.4693 -1.4991 -0.7774 -0.07 -0.06 -0.17 -0.13
C -3.3386 -0.8829 0.2928 0.24 -0.43 -0.22 0.50
O -4.3782 -1.3848 0.6490 -0.17 -0.06 0.00 -0.61
N -2.9959 0.3406 0.8513 -0.27 0.10 0.39 -0.12
C -1.9275 1.2114 0.7748 0.10 0.46 0.09 0.18
S -2.2305 2.7886 1.1480 -0.15 0.31 0.12 -0.42
N -0.7258 0.6668 0.4843 -0.60 -0.91 0.10 0.00
C 0.5021 1.2543 0.2385 0.55 0.25 -0.12 0.43
C 0.6432 2.5999 -0.1032 -0.11 0.06 -0.08 -0.50
C 1.8880 3.1391 -0.3522 0.11 -0.23 0.03 -0.73
C 3.0290 2.3526 -0.2718 0.06 0.07 -0.02 -0.66
C 2.9089 1.0162 0.0408 -0.12 -0.01 0.01 -0.72
C 1.6604 0.4426 0.2937 0.02 0.37 -0.05 0.44
C 1.5843 -0.9947 0.5987 -0.21 -0.31 0.05 1.13
O 0.5473 -1.6308 0.7187 0.28 -0.03 0.04 -0.81
O 2.7764 -1.5746 0.7294 0.06 0.41 -0.07 -0.36
C 2.7690 -2.9655 1.0168 -0.18 -0.47 0.09 -0.70
H -1.7518 -1.1047 -2.7686 0.04 0.00 -0.08 0.35
H -3.3030 -0.3498 -2.4052 -0.06 0.04 -0.07 0.36
H -1.8130 0.3377 -1.7605 0.03 0.07 -0.05 0.21
H -1.4937 -1.7800 -0.3804 -0.04 -0.02 0.01 -0.01
H -2.9755 -2.4200 -1.0749 0.04 0.08 0.17 0.32
H -3.7787 0.7417 1.3624 0.22 -0.05 -0.14 0.27
H -0.6488 -0.3496 0.5862 -0.03 0.27 -0.05 0.19
H -0.2322 3.2223 -0.1722 0.04 -0.04 0.01 0.28
H 1.9676 4.1831 -0.6142 -0.01 0.10 -0.03 0.41
H 4.0012 2.7801 -0.4609 0.09 0.02 -0.02 0.40
H 3.7833 0.3872 0.0900 0.05 -0.01 0.01 0.45
H 2.2174 -3.1604 1.9388 0.08 0.00 -0.08 0.30
H 3.8103 -3.2566 1.1244 -0.05 0.04 -0.01 0.24
H 2.2976 -3.5191 0.2021 0.06 0.03 0.08 0.31

31
Properties=species:S:1:pos:R:3:forces:R:3:mulliken_charge:R:1 method="wB97M-V/def2-TZVPD" homo_energy_ev="-10.80 / -10.81" e_lumo_ev="-4.221 / -4.220" spin_multiplicity=1 total_charge=+1 homo_lumo_gap_ev="6.584 / 6.585"
C -1.8298 -0.7203 -3.5117 -0.13 -0.30 0.75 -0.61
C -1.9724 0.6931 -3.4049 0.66 -0.22 0.33 -0.46
C -2.8339 0.9769 -2.3001 0.41 -0.29 0.55 -0.49
C -3.2293 -0.2553 -1.7099 0.45 -0.47 -0.31 -0.57
C -2.5992 -1.3190 -2.4412 -0.32 0.59 -0.48 -0.70
Pb -0.3504 -0.6417 -1.1060 -3.35 0.42 -0.82 0.89
P 2.1922 -0.3023 -1.8939 1.58 0.26 -0.48 -0.23
H -1.2989 -1.2650 -4.3015 -0.31 0.30 0.37 0.48
H -1.5418 1.4302 -4.0952 -0.29 -0.40 0.38 0.39
H -3.1797 1.9739 -1.9962 0.16 -0.55 -0.21 0.57
H -2.7398 -2.3924 -2.2806 -0.05 0.49 -0.12 0.54
H -3.9221 -0.3804 -0.8702 0.37 0.08 -0.44 0.40
H 2.9444 0.6650 -1.1362 0.00 -0.67 -0.70 0.18
H 2.5012 -0.1505 -3.3015 0.29 -0.13 1.07 0.18
H 2.7213 -1.5796 -1.4800 0.17 0.84 -0.45 0.17
N -0.7622 2.8560 0.6537 -0.10 0.37 0.13 -0.33
C -0.1525 1.9511 1.4379 0.15 -1.25 -0.95 0.49
N -0.0312 0.6947 1.0126 0.16 0.93 0.46 -0.31
C 0.7318 -0.0782 1.8874 -0.07 0.56 -0.50 0.58
C 1.1129 -1.3929 1.6213 0.35 0.05 0.32 -0.45
C 1.9226 -2.0443 2.5470 -0.10 0.01 -0.07 -0.84
C 2.3281 -1.4007 3.7292 -0.26 0.27 -0.22 -0.60
C 1.9626 -0.0589 3.9698 0.06 -0.48 -0.09 -0.36
C 1.1847 0.6089 3.0185 0.10 -0.58 0.15 0.51
S 0.6295 2.2834 2.9414 0.11 -0.18 0.40 -0.20
H -0.9517 3.8180 0.9262 0.16 -0.62 -0.08 0.23
H -1.0866 2.5211 -0.2494 -0.10 0.28 0.36 0.10
H 0.8232 -1.8810 0.6792 0.15 -0.09 0.76 0.28
H 2.2251 -3.0711 2.3325 -0.01 0.31 0.24 0.38
H 2.9309 -1.9808 4.4397 -0.29 0.56 -0.22 0.38
H 2.2711 0.4422 4.8820 0.05 -0.09 -0.13 0.41